(1)
Molecular formula: C5H5BrN2O4
Method: DFT, the ωB97M-V functional and the def2-TZVPD basis

Structure (ORCA input):
```
! RIJCOSX wB97M-V def2-TZVPD def2/J DEFGRID3
* xyz 0 3
C 1.16 0.15 0.63
C -1.63 0.37 0.04
C 0.61 1.45 0.08
C -0.71 1.24 -0.79
C 0.04 -1.00 0.57
N -1.29 -0.65 0.69
N 0.42 -1.61 -0.82
O 1.48 -2.16 -0.93
O 2.16 -0.03 1.20
O -0.35 -1.47 -1.69
O 0.30 -1.90 1.54
Br -3.49 0.82 0.17
H 0.49 1.99 0.98
H 1.29 1.95 -0.53
H -0.35 0.87 -1.76
H -1.36 2.23 -0.96
H 1.23 -2.24 1.57
*
```

As for the LUMO energy (alpha / beta): 0.1 / -3.5 eV. Its expectation value of S² is 2.01.

(2)
Molecular formula: C5H10O
Method: DFT, the ωB97M-V functional and the def2-TZVPD basis

Structure (ORCA input):
```
! RIJCOSX wB97M-V def2-TZVPD def2/J DEFGRID3
* xyz 0 1
C -0.46 -1.34 -1.47
C -0.96 -0.37 -0.39
C 0.16 0.59 0.07
C -0.04 1.40 1.40
C 1.45 -0.13 0.36
O 1.52 -1.25 0.81
H 0.37 -1.94 -1.09
H -1.25 -2.04 -1.76
H -0.12 -0.82 -2.37
H -1.80 0.21 -0.79
H -1.34 -0.94 0.47
H 0.33 1.32 -0.74
H -0.98 1.18 1.90
H 0.75 1.16 2.12
H 0.02 2.48 1.23
H 2.37 0.49 0.24
*
```

As for the SMILES: CC[C@@H](C)C=O. As for the LUMO energy: 1.1 eV. The relative energy (zero: lowest compared OMol25 entry of this formula, charge and spin) is 0.623 eV.

(3)
Molecular formula: C4H11NO3
Method: DFT, the ωB97M-V functional and the def2-TZVPD basis

Structure (ORCA input):
```
! RIJCOSX wB97M-V def2-TZVPD def2/J DEFGRID3
* xyz 0 1
C 0.48 1.07 -0.63
N 0.13 1.43 0.88
C 0.72 0.56 1.76
O 1.48 -0.44 1.17
O 0.60 0.60 2.97
C -0.79 0.99 -1.49
C -1.03 -0.46 -2.00
H 0.92 1.94 -0.98
H 1.12 0.22 -0.72
H -0.37 2.28 1.04
H 2.21 -0.51 1.83
H -0.63 1.53 -2.43
H -1.61 1.41 -0.80
H -0.32 -0.97 -2.73
H -0.92 -1.30 -1.21
H -2.07 -0.53 -2.25
H -0.02 -3.30 1.61
H -0.26 -1.91 1.94
O 0.36 -2.59 2.04
*
```

As for the SMILES: CCCNC(=O)O.O. As for the LUMO energy: 0.7 eV. The relative energy (zero: lowest compared OMol25 entry of this formula, charge and spin) is 2.206 eV.

(4)
Molecular formula: C76H114O57
Method: DFT, the ωB97M-V functional and the def2-TZVPD basis

Structure (ORCA input):
```
! RIJCOSX wB97M-V def2-TZVPD def2/J DEFGRID3
* xyz 0 1
C 4.16 0.78 0.71
C 3.99 -0.38 1.71
C 5.33 -1.15 1.97
O 5.45 -1.14 3.37
C 4.67 -0.22 3.89
O 4.64 0.00 5.09
O 3.81 0.25 2.96
H 3.21 1.11 0.28
H 4.70 0.36 -0.14
H 4.75 1.60 1.11
H 3.13 -1.02 1.52
H 6.15 -0.62 1.49
H 5.19 -2.18 1.65
C -3.52 -7.05 -0.05
C -4.09 -8.44 0.43
C -3.08 -9.44 0.93
O -3.60 -9.80 2.24
C -4.59 -9.01 2.59
O -5.12 -9.12 3.73
O -4.92 -8.20 1.58
H -2.80 -7.07 -0.87
H -3.00 -6.53 0.76
H -4.35 -6.40 -0.33
H -4.72 -8.90 -0.33
H -2.12 -8.93 1.08
H -3.03 -10.36 0.36
C -3.61 -4.71 9.47
C -3.64 -3.15 9.22
C -2.48 -2.29 9.58
O -2.44 -1.38 8.58
C -3.14 -1.77 7.53
O -3.20 -1.24 6.40
O -3.80 -2.91 7.82
H -2.68 -5.24 9.25
H -4.42 -5.25 8.98
H -3.73 -4.81 10.55
H -4.54 -2.81 9.73
H -1.54 -2.83 9.66
H -2.74 -1.86 10.55
C 1.47 -5.78 -1.61
C 2.05 -4.84 -0.55
C 3.47 -5.20 -0.12
O 4.12 -3.97 -0.11
C 3.39 -3.04 -0.74
O 3.71 -1.86 -0.91
O 2.24 -3.53 -1.11
H 1.25 -6.75 -1.16
H 2.15 -5.99 -2.45
H 0.53 -5.45 -2.03
H 1.43 -4.86 0.35
H 3.93 -5.84 -0.86
H 3.60 -5.74 0.82
C -2.41 -3.81 -2.79
C -3.27 -4.97 -3.16
C -4.20 -4.73 -4.35
O -4.26 -6.06 -4.93
C -3.02 -6.62 -4.71
O -2.55 -7.51 -5.40
O -2.45 -6.01 -3.67
H -1.83 -4.08 -1.90
H -3.17 -3.06 -2.54
H -1.75 -3.54 -3.61
H -3.86 -5.39 -2.35
H -3.82 -4.05 -5.10
H -5.17 -4.36 -4.00
C -5.41 4.30 -3.17
C -5.46 2.78 -2.84
C -6.28 1.84 -3.75
O -5.48 0.69 -3.73
C -4.16 0.98 -3.42
O -3.20 0.22 -3.37
O -4.12 2.27 -3.09
H -4.70 4.79 -2.49
H -6.43 4.67 -3.06
H -5.11 4.57 -4.18
H -5.81 2.61 -1.83
H -6.34 2.24 -4.76
H -7.27 1.67 -3.32
C 2.48 4.18 4.96
C 3.42 3.82 3.86
C 2.94 4.08 2.41
O 4.08 4.69 1.78
C 4.92 5.10 2.66
O 5.91 5.79 2.34
O 4.52 4.73 3.86
H 2.07 5.19 4.94
H 2.94 4.24 5.95
H 1.66 3.48 5.08
H 3.75 2.79 3.94
H 2.06 4.72 2.35
H 2.74 3.16 1.87
C -0.76 5.82 0.29
C -2.03 5.14 0.72
C -3.05 5.04 -0.39
O -3.53 3.74 -0.25
C -2.68 3.01 0.38
O -2.72 1.75 0.46
O -1.75 3.79 0.95
H -0.24 5.37 -0.56
H -0.12 5.93 1.16
H -1.01 6.83 -0.03
H -2.57 5.52 1.58
H -2.64 5.22 -1.38
H -3.86 5.71 -0.10
C -0.03 -3.65 -6.16
C 1.00 -3.71 -4.99
C 2.42 -3.46 -5.41
O 2.84 -2.48 -4.55
C 1.90 -1.95 -3.79
O 1.98 -0.99 -3.08
O 0.76 -2.65 -4.02
H -0.35 -2.61 -6.31
H -0.88 -4.28 -5.89
H 0.41 -3.95 -7.11
H 0.90 -4.62 -4.41
H 2.50 -3.15 -6.45
H 2.99 -4.38 -5.31
C 6.37 4.05 -0.90
C 7.00 5.14 -1.78
C 8.39 5.02 -2.15
O 8.32 5.13 -3.51
C 7.10 5.32 -3.97
O 6.89 5.50 -5.19
O 6.27 5.17 -2.99
H 6.59 3.07 -1.31
H 5.32 4.25 -0.66
H 6.87 3.99 0.06
H 6.84 6.12 -1.31
H 8.78 4.13 -1.66
H 8.87 5.91 -1.75
C 3.77 -2.66 7.04
C 2.45 -3.01 6.21
C 1.60 -1.85 5.75
O 1.29 -2.16 4.37
C 2.14 -3.20 3.93
O 2.25 -3.60 2.80
O 2.92 -3.59 4.99
H 3.63 -2.75 8.12
H 4.17 -1.66 6.87
H 4.52 -3.41 6.84
H 1.85 -3.72 6.78
H 2.09 -0.88 5.86
H 0.78 -2.00 6.45
C -4.25 -0.27 2.72
C -5.07 -1.09 1.76
C -4.98 -0.75 0.32
O -4.57 -1.95 -0.36
C -4.23 -2.89 0.51
O -3.83 -4.02 0.22
O -4.49 -2.37 1.73
H -3.21 -0.08 2.45
H -4.21 -0.62 3.75
H -4.74 0.70 2.69
H -6.14 -1.21 1.91
H -4.21 0.01 0.18
H -5.96 -0.46 -0.05
C -3.99 -4.19 4.49
C -3.01 -4.84 3.45
C -1.51 -4.47 3.40
O -0.86 -5.73 3.33
C -1.74 -6.73 3.56
O -1.43 -7.90 3.56
O -2.99 -6.20 3.84
H -3.63 -4.37 5.50
H -5.00 -4.58 4.43
H -3.94 -3.13 4.24
H -3.41 -4.79 2.44
H -1.29 -3.78 4.21
H -1.31 -3.82 2.54
C -1.10 -1.34 0.90
C -0.02 -0.61 0.02
C -0.59 0.02 -1.24
O -0.16 1.40 -1.34
C 0.53 1.61 -0.19
O 1.02 2.70 0.12
O 0.43 0.54 0.69
H -0.88 -1.33 1.97
H -1.19 -2.33 0.45
H -2.06 -0.87 0.67
H 0.84 -1.22 -0.26
H -1.68 -0.05 -1.35
H -0.10 -0.41 -2.11
C -0.39 0.65 4.47
C -1.41 1.76 4.15
C -2.43 1.94 5.24
O -2.54 3.32 5.29
C -1.58 3.93 4.58
O -1.41 5.15 4.48
O -0.76 3.01 4.05
H -0.81 -0.36 4.41
H 0.04 0.87 5.45
H 0.43 0.67 3.76
H -1.96 1.60 3.23
H -2.10 1.53 6.20
H -3.33 1.41 4.93
C 2.78 5.78 -1.92
C 3.50 7.13 -2.03
C 2.64 8.36 -2.25
O 2.72 9.09 -1.11
C 3.64 8.54 -0.30
O 4.07 9.03 0.76
O 4.10 7.42 -0.84
H 2.39 5.48 -0.95
H 3.49 5.00 -2.17
H 1.90 5.63 -2.55
H 4.29 7.02 -2.77
H 1.64 8.00 -2.48
H 3.08 8.88 -3.10
C -0.17 0.64 -5.43
C -0.70 1.00 -6.80
C -2.03 0.24 -7.10
O -2.95 1.33 -7.14
C -2.41 2.49 -6.78
O -2.99 3.57 -6.70
O -1.07 2.37 -6.67
H -0.81 0.68 -4.54
H 0.67 1.29 -5.17
H 0.23 -0.37 -5.41
H 0.13 0.88 -7.49
H -2.32 -0.45 -6.31
H -1.91 -0.38 -7.99
C -0.13 3.81 -3.90
C -0.84 5.00 -4.53
C -2.25 5.25 -4.15
O -2.31 6.67 -3.85
C -1.09 7.07 -3.51
O -0.86 8.14 -2.90
O -0.19 6.10 -3.97
H 0.85 3.56 -4.30
H -0.75 2.92 -4.03
H -0.05 3.88 -2.82
H -0.74 5.08 -5.61
H -2.49 4.73 -3.23
H -2.97 4.98 -4.92
C 5.42 0.51 -3.24
C 4.34 0.98 -4.22
C 3.26 1.85 -3.61
O 3.32 3.07 -4.33
C 4.31 3.04 -5.23
O 4.64 3.96 -5.99
O 5.01 1.87 -5.10
H 5.40 1.30 -2.49
H 6.43 0.47 -3.65
H 5.26 -0.49 -2.83
H 3.85 0.19 -4.79
H 3.51 2.04 -2.56
H 2.22 1.55 -3.69
*
```

As for the LUMO energy: -0.2 eV. The relative energy (zero: lowest compared OMol25 entry of this formula, charge and spin) is 0.275 eV.

(5)
Molecular formula: C51H40CuN4P2S3
Method: DFT, the ωB97M-V functional and the def2-TZVPD basis

Structure (ORCA input):
```
! RIJCOSX wB97M-V def2-TZVPD def2/J DEFGRID3
* xyz 1 1
Cu 1.09 -0.16 -0.34
S 1.91 -3.07 4.49
C 1.96 -3.59 6.12
C 1.87 -2.54 6.98
C 1.75 -1.30 6.32
C 1.76 -1.40 4.96
C 1.62 -0.34 3.96
C 1.57 -0.68 2.59
N 1.42 0.19 1.62
C 1.32 1.50 1.93
C 1.35 1.95 3.26
C 1.24 3.36 3.51
C 1.13 4.25 2.49
C 1.13 3.81 1.12
C 1.06 4.69 0.03
C 1.07 4.20 -1.26
C 1.15 2.80 -1.41
N 1.21 1.96 -0.41
C 1.21 2.44 0.85
C 0.99 5.07 -2.43
C 1.09 6.43 -2.49
C 0.99 6.94 -3.81
C 0.82 5.96 -4.74
S 0.77 4.41 -4.03
C 1.49 1.00 4.28
H 2.07 -4.64 6.33
H 1.87 -2.66 8.06
H 1.66 -0.36 6.85
H 1.67 -1.72 2.29
H 1.24 3.71 4.53
H 1.04 5.30 2.70
H 0.99 5.76 0.22
H 1.17 2.36 -2.41
H 1.23 7.06 -1.63
H 1.06 7.99 -4.06
H 0.72 6.07 -5.80
H 1.51 1.32 5.31
N 8.04 -0.55 -1.22
C 7.08 -0.33 -2.13
S 7.47 0.08 -3.68
C 5.66 -0.45 -1.68
C 4.62 -0.27 -2.58
C 3.31 -0.41 -2.15
N 2.98 -0.72 -0.89
C 3.98 -0.91 -0.03
C 5.32 -0.79 -0.37
H 8.99 -0.48 -1.54
H 7.87 -0.83 -0.27
H 4.83 -0.01 -3.61
H 2.49 -0.28 -2.84
H 3.70 -1.18 0.98
H 6.06 -0.95 0.39
C -2.58 -0.58 -1.22
P -0.76 -0.99 -1.30
C -0.46 -0.64 -3.07
C 0.25 -1.49 -3.91
C 0.50 -1.14 -5.23
C 0.06 0.08 -5.71
C -0.59 0.97 -4.87
C -0.84 0.62 -3.55
C -0.89 -2.80 -1.13
C -1.48 -3.61 -2.10
C -1.73 -4.94 -1.83
C -1.41 -5.47 -0.59
C -0.79 -4.68 0.37
C -0.54 -3.34 0.10
P -3.10 0.45 0.24
C -4.92 0.33 0.03
C -5.71 0.48 1.18
C -7.09 0.39 1.10
C -7.71 0.15 -0.12
C -6.93 0.03 -1.27
C -5.55 0.12 -1.19
C -2.95 -0.81 1.58
C -3.60 -2.04 1.51
C -3.62 -2.89 2.60
C -3.00 -2.51 3.79
C -2.34 -1.30 3.86
C -2.30 -0.45 2.76
H -3.14 -1.52 -1.23
H -2.82 -0.02 -2.12
H 0.61 -2.44 -3.52
H 1.04 -1.82 -5.87
H 0.22 0.34 -6.75
H -0.90 1.94 -5.23
H -1.33 1.32 -2.89
H -1.73 -3.19 -3.07
H -2.20 -5.56 -2.58
H -1.62 -6.51 -0.37
H -0.52 -5.10 1.33
H -0.07 -2.71 0.85
H -5.24 0.67 2.13
H -7.69 0.49 2.00
H -8.78 0.07 -0.18
H -7.41 -0.15 -2.22
H -4.97 0.03 -2.10
H -4.11 -2.33 0.60
H -4.13 -3.84 2.54
H -3.06 -3.15 4.66
H -1.87 -1.00 4.79
H -1.80 0.51 2.81
*
```

As for the LUMO energy: -3.0 eV.

(6)
Molecular formula: C9H13ClFN3O3PS
Method: DFT, the ωB97M-V functional and the def2-TZVPD basis

Structure (ORCA input):
```
! RIJCOSX wB97M-V def2-TZVPD def2/J DEFGRID3
* xyz 1 1
C 3.70 -1.06 0.58
C 2.35 -1.18 0.38
C 1.57 -0.83 -0.94
C 0.32 -0.01 -0.53
N 0.18 1.34 -0.55
C 1.09 2.43 -0.96
C 2.60 2.20 -0.63
F 3.26 3.38 -1.08
N -1.07 1.62 -0.10
C -1.70 0.48 0.19
P -3.44 0.52 0.87
O -3.54 1.92 1.78
O -3.50 -0.75 1.97
S -4.82 0.40 -0.44
N -0.83 -0.62 -0.10
C -1.18 -2.04 0.05
C -2.53 -2.33 -0.74
O -2.67 -1.87 -1.82
Cl -3.83 -3.36 -0.02
H 4.09 -0.57 1.51
H 4.49 -1.47 -0.11
H 1.74 -1.55 1.25
H 1.18 -1.81 -1.35
H 2.19 -0.38 -1.75
H 0.88 2.68 -2.04
H 0.77 3.34 -0.38
H 2.80 2.15 0.47
H 3.09 1.36 -1.18
H -2.88 1.79 2.49
H -2.67 -0.75 2.49
H -0.37 -2.66 -0.42
H -1.28 -2.36 1.13
*
```

As for the SMILES: C=CCc1n(CCF)nc(P(O)(O)=S)[n+]1CC(=O)Cl. As for the LUMO energy: -4.1 eV.

(7)
Molecular formula: C4HDyLiO2
Method: DFT, the ωB97M-V functional and the def2-TZVPD basis

Structure (ORCA input):
```
! RIJCOSX wB97M-V def2-TZVPD def2/J DEFGRID3
* xyz 2 7
C -1.23 -0.05 -0.03
C -2.52 -0.17 -0.14
O -3.67 -0.40 -0.29
O 1.68 -0.49 -0.05
C 1.10 0.65 -0.54
C -0.22 0.89 -0.33
H 1.26 1.77 -0.10
Dy 0.13 -1.85 0.74
Li 3.46 -0.34 0.74
*
```

As for the LUMO energy (alpha / beta): -9.2 / -10.3 eV. Its expectation value of S² is 13.00. The relative energy (zero: lowest compared OMol25 entry of this formula, charge and spin) is 1.263 eV.

(8)
Molecular formula: C5H11N5
Method: DFT, the ωB97M-V functional and the def2-TZVPD basis

Structure (ORCA input):
```
! RIJCOSX wB97M-V def2-TZVPD def2/J DEFGRID3
* xyz 0 1
C 1.47 -0.46 0.10
C -0.04 1.38 0.35
C -0.94 0.58 -0.46
C -2.34 1.05 -0.62
C -0.95 -0.93 -0.03
H 2.43 1.06 -0.91
H 2.57 -0.44 -1.65
H 2.18 -1.02 0.69
H 1.54 1.09 1.51
H 0.39 2.15 -0.26
H -0.67 1.82 1.20
H -0.60 0.57 -1.50
H -1.61 -1.48 -0.65
H -0.45 -1.12 2.02
H -1.83 -2.05 1.37
H 0.55 -1.67 -1.35
N 1.87 0.19 -1.10
N 0.95 0.50 0.95
N -3.52 1.27 -0.72
N -1.39 -1.07 1.35
N 0.42 -1.44 -0.30
*
```

As for the SMILES: N#C[C@H]1CN[C@H](N)N[C@H]1N. As for the LUMO energy: 0.5 eV. The relative energy (zero: lowest compared OMol25 entry of this formula, charge and spin) is 1.263 eV.

no.,total energy (eV)
1,-86470.73080
2,-7394.14241
3,-11957.90312
4,-197369.29662
5,-155217.76128
6,-55512.32623
7,-32525.69020
8,-12812.06884